No. 1
Below is 2 unconnected molecules or ions with the total composition C4H7NO2 at a distorted geometry, with properties calculated with ωB97M-V with the def2-TZVPD basis set.

```
14
Properties=species:S:1:pos:R:3
C 2.47 -1.40 -0.25
C -0.42 0.69 -0.93
C -0.26 -1.29 0.64
C -0.61 0.18 0.46
N 2.80 -0.35 -0.02
O -0.57 -2.16 -0.14
O -0.01 0.92 1.50
H -0.37 -0.11 -1.69
H -1.22 1.46 -1.20
H 0.67 1.01 -0.99
H 0.04 -1.70 1.65
H -1.74 0.22 0.76
H 2.16 -2.31 -0.80
H 0.80 0.32 1.55
```

Computed properties:
- SMILES: C[C@H](O)C=O.C#N
- Energy above the lowest of the compared OMol25 structures with the same formula, charge and spin: 298.1 kJ/mol
- Largest force on an atom: 3.553 eV/A
- E_HOMO: -0.376 hartree
- Gap between HOMO and LUMO: 10.58 eV
- Multiplicity: 1
- LUMO: 0.35 eV

=====

No. 2
Below is 2 unconnected molecules or ions with the total composition C14H17N3 at a distorted geometry, with properties calculated with ωB97M-V with the def2-TZVPD basis set.

```
34
Properties=species:S:1:pos:R:3
C 1.43 1.14 -1.02
C 2.58 1.92 -0.42
C 0.16 1.90 -0.96
C -0.35 2.57 -2.03
C -1.47 3.07 -0.20
N -0.53 2.23 0.20
N -1.38 3.33 -1.52
H 1.59 0.73 -2.02
H 1.33 0.11 -0.59
H 2.74 2.83 -1.02
H -0.21 2.48 -3.09
H -2.17 3.48 0.51
H -2.21 3.57 -2.06
H 3.54 1.41 -0.35
H 2.31 2.39 0.53
C 2.35 -3.13 0.09
C 1.32 -2.11 2.20
C 1.31 -2.40 0.86
C -0.52 -1.17 1.35
C 0.12 -1.76 0.29
C -1.80 -0.55 1.15
C -0.47 -2.02 -0.96
C -2.34 -0.67 -0.10
C -1.72 -1.46 -1.11
N 0.06 -1.51 2.54
H 1.98 -2.42 2.98
H -0.01 -0.90 3.35
H 1.99 -3.33 -0.92
H 2.62 -4.13 0.42
H -2.25 -0.30 2.10
H 0.02 -2.56 -1.75
H -3.20 -0.12 -0.45
H -2.23 -1.64 -2.05
H 3.09 -2.37 -0.21
```

Computed properties:
- SMILES: Cc1c[nH]c2ccccc12.CCc1c[nH]cn1
- Energy above the lowest of the compared OMol25 structures with the same formula, charge and spin: 128.1 kJ/mol
- Largest force on an atom: 3.181 eV/A
- E_HOMO: -0.286 hartree
- Gap between HOMO and LUMO: 8.66 eV
- Multiplicity: 1
- LUMO: 0.87 eV

=====

No. 3
Below is a molecular structure, C4H15NO3 at a distorted geometry, with properties calculated with ωB97M-V with the def2-TZVPD basis set.

```
23
Properties=species:S:1:pos:R:3
C 0.91 -1.38 0.63
C 0.48 -0.73 -0.62
C -0.19 0.71 -0.52
C 0.86 1.75 -0.12
N -0.80 0.97 -1.73
H 0.17 -2.10 0.95
H 1.93 -1.74 0.61
H 0.96 -0.54 1.48
H 1.38 -0.45 -1.18
H -0.09 -1.28 -1.38
H 1.66 1.12 0.36
H 1.31 2.31 -0.94
H -2.21 -0.03 -1.16
H -0.99 0.54 0.30
H 3.74 0.60 0.68
H 0.53 2.43 0.67
O 2.96 0.05 0.58
H -2.08 -0.70 0.11
H 0.77 -0.16 2.15
O -2.60 -0.80 -0.73
H -2.31 -0.57 2.20
H -1.15 1.94 -1.80
O -1.53 -0.38 1.66
```

Computed properties:
- Energy above the lowest of the compared OMol25 structures with the same formula, charge and spin: 1217.5 kJ/mol
- Largest force on an atom: 3.546 eV/A
- E_HOMO: -0.313 hartree
- Gap between HOMO and LUMO: 4.62 eV
- Multiplicity: 1
- LUMO: -3.90 eV

=====

No. 4
Below is a molecular structure, C3H14NO4 at a distorted geometry, with properties calculated with ωB97M-V with the def2-TZVPD basis set.

```
22
Properties=species:S:1:pos:R:3
C -1.32 2.88 0.40
N -0.31 1.83 0.71
C 0.29 1.15 -0.42
C -0.51 -0.08 -0.70
O -0.24 -0.91 0.42
H -0.73 3.83 0.40
H -2.07 3.02 1.20
H -1.94 2.82 -0.55
H -0.77 1.11 1.36
H 1.34 0.99 -0.11
H 0.39 1.77 -1.27
H -0.29 -0.56 -1.66
H -1.57 0.14 -0.71
H 1.01 -1.45 0.18
H 0.98 -3.12 -0.31
O 1.60 -2.50 0.03
H -1.34 -2.19 1.18
H -2.42 -1.41 1.81
O -2.05 -2.25 2.03
H 3.97 -1.92 -1.66
H 2.65 -1.86 -0.92
O 3.34 -1.27 -1.42
```

Computed properties:
- Energy above the lowest of the compared OMol25 structures with the same formula, charge and spin: 210.2 kJ/mol
- Largest force on an atom: 4.075 eV/A
- E_HOMO: -0.174 hartree
- Gap between HOMO and LUMO: 8.45 eV
- Net charge: -1
- Multiplicity: 1
- LUMO: 3.70 eV

=====

No. 5
Below is 12 unconnected molecules or ions with the total composition C54H144N6O24P6 at a distorted geometry, with properties calculated with ωB97M-V with the def2-TZVPD basis set.

```
234
Properties=species:S:1:pos:R:3
C 5.63 -0.01 -3.33
O 4.37 -0.62 -2.92
P 4.48 -1.91 -2.02
O 5.72 -1.96 -1.23
O 3.10 -2.00 -1.28
C 2.96 -1.50 0.08
O 4.45 -3.15 -3.01
C 3.38 -4.04 -3.28
H 5.37 0.86 -3.87
H 6.13 -0.72 -4.00
H 6.24 0.16 -2.47
H 1.89 -1.23 0.08
H 3.66 -0.72 0.26
H 3.12 -2.36 0.76
H 2.44 -3.51 -3.56
H 3.12 -4.57 -2.33
H 3.57 -4.83 -3.99
C 0.07 -3.32 -1.03
O 0.93 -4.02 -0.14
P 0.95 -5.66 0.02
O 0.78 -6.24 -1.33
O -0.12 -6.08 1.09
C -1.54 -5.85 0.95
O 2.29 -5.94 0.78
C 3.66 -5.81 0.27
H 0.64 -2.83 -1.87
H -0.53 -2.52 -0.52
H -0.64 -4.12 -1.46
H -1.94 -6.33 1.84
H -1.82 -6.37 0.02
H -1.72 -4.79 0.94
H 3.75 -4.80 -0.25
H 3.87 -6.66 -0.36
H 4.25 -5.71 1.17
C -4.90 2.66 -4.43
O -4.39 2.87 -5.76
P -3.01 2.13 -6.05
O -2.98 0.66 -5.82
O -2.01 3.10 -5.36
C -0.59 2.82 -5.33
O -2.87 2.50 -7.58
C -3.97 2.11 -8.46
H -5.19 1.64 -4.29
H -5.74 3.34 -4.31
H -4.13 2.93 -3.71
H -0.23 3.28 -4.40
H -0.08 3.18 -6.30
H -0.45 1.71 -5.27
H -3.69 2.55 -9.43
H -4.90 2.53 -8.15
H -3.92 1.02 -8.55
C -1.43 1.74 7.80
O -0.10 1.38 7.76
P 0.50 0.92 6.33
O -0.13 1.48 5.12
O 1.99 1.32 6.61
C 2.32 2.69 6.51
O 0.38 -0.61 6.37
C 0.95 -1.48 7.32
H -1.61 2.66 7.20
H -1.70 1.96 8.84
H -2.18 1.00 7.48
H 1.94 3.18 5.59
H 3.41 2.89 6.58
H 1.78 3.14 7.30
H 1.91 -1.13 7.60
H 0.91 -2.41 6.80
H 0.39 -1.46 8.26
C 1.06 7.80 0.22
O 0.41 6.83 1.01
P 0.50 5.34 0.44
O 1.81 4.89 0.01
O -0.17 4.54 1.64
C 0.42 4.15 2.85
O -0.61 5.33 -0.68
C -2.03 5.42 -0.40
H 0.76 7.79 -0.83
H 2.17 7.71 0.26
H 0.72 8.72 0.63
H 0.66 5.02 3.45
H 1.34 3.66 2.68
H -0.22 3.47 3.40
H -2.52 6.03 -1.25
H -2.19 5.96 0.55
H -2.37 4.39 -0.31
C -0.57 0.67 2.04
O -0.85 0.03 0.75
P -1.01 0.94 -0.55
O -1.35 2.36 -0.35
O 0.37 0.72 -1.37
C 1.48 1.65 -1.15
O -2.03 0.12 -1.44
C -2.59 0.55 -2.64
H -0.93 0.05 2.85
H -0.98 1.65 1.93
H 0.54 0.70 2.01
H 1.25 2.20 -0.25
H 1.51 2.35 -1.98
H 2.45 1.14 -1.13
H -2.32 1.53 -2.98
H -3.66 0.47 -2.68
H -2.18 -0.08 -3.50
C -3.45 -2.40 -0.12
C -4.64 -2.91 0.73
N -4.59 -4.32 1.03
C -5.51 -4.67 2.11
C -5.25 -6.04 2.67
C -4.82 -5.11 -0.24
C -6.11 -4.76 -0.91
H -3.53 -1.29 -0.38
H -3.46 -2.87 -1.13
H -2.49 -2.50 0.43
H -4.48 -2.45 1.70
H -5.61 -2.50 0.42
H -5.23 -4.01 2.91
H -6.53 -4.43 1.99
H -4.18 -6.05 3.00
H -5.85 -6.20 3.56
H -5.43 -6.94 2.07
H -4.76 -6.15 0.01
H -3.98 -4.95 -0.91
H -6.26 -5.52 -1.76
H -6.05 -3.75 -1.36
H -6.94 -4.73 -0.18
C 4.66 2.71 0.25
C 4.01 2.37 1.56
N 4.21 0.99 2.08
C 3.55 0.78 3.32
C 3.13 -0.67 3.50
C 5.64 0.61 2.07
C 6.54 1.54 2.81
H 5.72 2.86 0.29
H 4.15 3.64 -0.05
H 4.48 1.91 -0.51
H 4.35 3.12 2.27
H 2.95 2.59 1.53
H 4.16 1.03 4.27
H 2.70 1.44 3.36
H 4.07 -1.24 3.62
H 2.59 -0.80 4.46
H 2.59 -1.01 2.58
H 5.95 0.56 1.02
H 5.79 -0.43 2.46
H 6.64 2.49 2.31
H 7.56 1.11 2.89
H 6.19 1.80 3.85
C -4.65 0.02 3.57
C -4.00 0.80 2.38
N -4.72 2.05 2.06
C -5.72 1.91 0.99
C -5.11 1.85 -0.42
C -3.89 3.24 1.93
C -3.33 3.67 3.26
H -4.29 0.52 4.49
H -4.28 -1.01 3.58
H -5.73 0.13 3.43
H -2.94 0.98 2.58
H -4.01 0.19 1.49
H -6.37 2.81 1.11
H -6.27 1.03 1.24
H -4.66 2.82 -0.61
H -5.94 1.54 -1.09
H -4.27 1.11 -0.43
H -3.05 2.96 1.37
H -4.48 4.07 1.50
H -2.57 4.45 3.14
H -4.15 4.09 3.86
H -2.96 2.79 3.79
C -0.86 -4.79 7.84
C 0.08 -5.37 6.80
N 0.62 -4.46 5.79
C -0.28 -4.21 4.70
C 0.25 -3.11 3.83
C 1.94 -4.96 5.37
C 1.90 -6.31 4.68
H -0.46 -4.08 8.54
H -1.32 -5.67 8.33
H -1.76 -4.37 7.39
H 0.89 -5.85 7.34
H -0.47 -6.12 6.29
H -0.50 -5.16 4.13
H -1.23 -3.84 5.11
H 0.52 -2.25 4.43
H 1.14 -3.45 3.31
H -0.51 -2.79 3.09
H 2.65 -5.09 6.18
H 2.50 -4.22 4.72
H 1.44 -7.11 5.23
H 2.97 -6.52 4.54
H 1.40 -6.21 3.72
C 1.46 -0.37 -4.32
C 1.50 -1.41 -5.36
N 0.61 -2.60 -5.06
C -0.80 -2.19 -5.01
C -1.50 -2.06 -6.41
C 0.85 -3.79 -5.86
C 0.24 -5.01 -5.24
H 0.45 0.01 -4.25
H 2.01 0.46 -4.70
H 1.85 -0.66 -3.32
H 1.33 -1.05 -6.37
H 2.46 -1.92 -5.43
H -1.38 -2.95 -4.50
H -0.96 -1.31 -4.35
H -1.45 -2.98 -6.98
H -2.56 -1.65 -6.28
H -1.01 -1.30 -6.97
H 1.93 -3.95 -5.89
H 0.53 -3.73 -6.90
H 0.49 -5.08 -4.14
H 0.61 -5.84 -5.84
H -0.84 -4.85 -5.29
C 3.50 7.64 -2.75
C 2.38 7.32 -3.69
N 2.78 6.01 -4.33
C 1.97 5.82 -5.54
C 2.53 6.59 -6.74
C 2.48 4.86 -3.45
C 3.51 3.82 -3.80
H 3.43 8.69 -2.30
H 4.40 7.57 -3.29
H 3.52 6.91 -1.90
H 1.41 7.29 -3.18
H 2.30 8.12 -4.45
H 1.95 4.77 -5.81
H 0.83 6.10 -5.43
H 3.64 6.47 -6.74
H 2.11 6.22 -7.67
H 2.31 7.67 -6.60
H 1.48 4.47 -3.62
H 2.56 5.13 -2.38
H 3.35 2.88 -3.25
H 4.52 4.18 -3.44
H 3.61 3.60 -4.85
```

Computed properties:
- SMILES: COP(=O)(OC)OC.COP(=O)(OC)OC.COP(=O)(OC)OC.COP(=O)(OC)OC.COP(=O)(OC)OC.COP(=O)(OC)OC.CCN(CC)CC.CCN(CC)CC.CCN(CC)CC.CCN(CC)CC.CCN(CC)CC.CCN(CC)CC
- Largest force on an atom: 3.466 eV/A
- E_HOMO: -0.288 hartree
- Gap between HOMO and LUMO: 8.37 eV
- Multiplicity: 1
- LUMO: 0.53 eV

=====

No. 6
Below is a molecular structure, C13H20Cl7N4Rb, with properties calculated with ωB97M-V with the def2-TZVPD basis set.

```
45
Properties=species:S:1:pos:R:3
Rb -0.13 -0.44 -0.12
N -2.28 1.83 0.11
C -1.71 3.06 -0.45
C -0.43 3.46 0.27
N 0.72 2.60 -0.02
C 1.29 2.96 -1.32
C 2.12 1.86 -1.98
N 1.26 0.80 -2.52
C 1.74 2.73 1.02
C 1.40 2.17 2.39
N 1.12 0.73 2.36
H -3.12 1.56 -0.39
H -2.56 1.97 1.07
H -2.40 3.91 -0.39
H -1.51 2.89 -1.51
H -0.63 3.43 1.34
H -0.19 4.51 0.04
H 1.91 3.87 -1.22
H 0.48 3.22 -2.00
H 2.79 1.40 -1.25
H 2.75 2.33 -2.74
H 1.83 0.02 -2.83
H 0.77 1.14 -3.34
H 2.03 3.79 1.14
H 2.64 2.21 0.67
H 0.53 2.68 2.81
H 2.24 2.44 3.04
H 0.94 0.40 3.30
H 1.93 0.23 2.03
Cl 3.36 -0.97 0.05
C 2.76 -2.68 0.03
C 1.41 -2.88 0.00
C 1.05 -4.21 -0.01
Cl -0.69 -4.62 -0.06
C 1.94 -5.28 0.01
Cl 1.41 -6.92 -0.02
C 3.31 -5.00 0.04
Cl 4.46 -6.29 0.05
C 3.74 -3.68 0.05
Cl 5.43 -3.31 0.09
Cl -4.93 -2.58 -1.40
C -3.89 -2.88 0.00
Cl -2.92 -1.46 0.44
H -3.20 -3.68 -0.24
H -4.51 -3.13 0.84
```

Computed properties:
- Energy above the lowest of the compared OMol25 structures with the same formula, charge and spin: 10.9 kJ/mol
- Largest force on an atom: 0.665 eV/A
- E_HOMO: -0.280 hartree
- Gap between HOMO and LUMO: 7.52 eV
- Multiplicity: 1
- LUMO: -0.08 eV